A 2-piece molecular cluster, C17H20O4S2 overall at a distorted geometry, computed with ωB97M-V/def2-TZVPD.

The geometry in XYZ format:
```
43
Properties=species:S:1:pos:R:3:mulliken_charge:R:1
C -2.20 -1.81 0.77 -1.14
C -2.01 -0.71 -0.26 1.50
C -3.29 -0.42 -1.05 -1.79
O -1.63 0.54 0.37 -0.38
C -0.40 0.52 1.00 0.52
O -0.16 1.31 1.89 -0.74
C 0.58 -0.39 0.45 1.34
C 1.84 -0.61 1.18 -2.39
C 1.58 -1.61 2.30 0.34
C 1.70 -2.98 2.06 -0.23
C 1.58 -3.87 3.12 -0.75
C 1.28 -3.40 4.40 -0.31
C 1.02 -2.04 4.60 -0.75
C 1.12 -1.15 3.53 -0.26
C 0.26 -1.26 -0.67 0.49
O 1.02 -2.10 -1.13 -0.74
O -0.99 -1.05 -1.23 -0.40
H -1.29 -2.02 1.33 0.07
H -3.00 -1.51 1.46 0.40
H -2.53 -2.73 0.25 0.39
H -3.09 0.37 -1.78 0.39
H -3.59 -1.33 -1.57 0.38
H -4.07 -0.11 -0.36 0.37
H 2.56 -1.03 0.47 0.51
H 2.17 0.35 1.59 0.45
H 1.88 -3.31 1.03 0.42
H 1.73 -4.94 2.94 0.36
H 1.20 -4.09 5.24 0.37
H 0.73 -1.66 5.58 0.36
H 0.84 -0.09 3.62 0.43
C -0.04 3.95 -3.97 -0.57
C 0.91 2.82 -4.30 -0.64
S 0.77 1.33 -3.28 0.10
C 0.47 1.85 -1.71 0.63
S -0.12 3.34 -1.21 0.10
C 0.17 4.50 -2.57 -0.63
H 0.17 4.77 -4.67 0.33
H -1.08 3.64 -4.11 0.32
H 0.67 2.44 -5.31 0.37
H 1.96 3.14 -4.27 0.39
H 0.65 1.11 -0.93 -0.36
H 1.18 4.91 -2.44 0.39
H -0.56 5.29 -2.38 0.36
```

Calculated values
total energy: -1757.07191 Ha
strongest force on any atom: 2.533 eV/A